one:
Formula: C5H4N
Source: OMol25
Level of theory: wB97M-V/def2-TZVPD

Summary:
HOMO-LUMO gap in eV: 9.78

```
! wB97M-V def2-TZVPD RIJCOSX def2/J DEFGRID3
* xyz 1 1
C 1.2094 -0.3130 -0.6273
C 2.0367 -0.5871 -1.5645
C -1.8808 1.4588 -0.0127
C -0.7478 1.0295 0.1356
C 0.3403 -1.1458 0.2406
N 0.4431 0.2894 0.3746
H -2.7105 1.9755 -0.2845
H -0.6168 -1.3831 -0.2468
H 0.9680 -1.9769 0.7781
H 0.9584 0.6527 1.2069
*
```

---

two:
Formula: C5H4N
Source: OMol25
Level of theory: wB97M-V/def2-TZVPD

Summary:
HOMO-LUMO gap in eV: 8.63

```
! wB97M-V def2-TZVPD RIJCOSX def2/J DEFGRID3
* xyz 1 1
C -1.2265 -0.0794 -0.7701
C 0.0533 -0.2439 -1.3680
C -2.4567 0.2295 -1.1140
C -0.4415 -0.0620 0.6009
C 1.0692 0.0258 0.2732
N 1.2865 0.0008 -1.2097
H -0.7089 0.7621 1.2783
H -0.5493 -1.1448 1.1118
H 1.2802 1.1078 0.3437
H 1.6937 -0.5959 0.8537
*
```

---

So which one is most stable? That would be two, about 0.0230 hartree below the next structure.

---

one:
Formula: C5H4N
Source: OMol25
Level of theory: wB97M-V/def2-TZVPD

Summary:
HOMO-LUMO gap in eV: 8.28

```
! wB97M-V def2-TZVPD RIJCOSX def2/J DEFGRID3
* xyz 1 1
C -1.1293 0.0565 0.0564
C -2.3594 0.5594 -0.0977
C -0.4487 -1.3062 0.0252
C 1.1311 0.2364 -0.0278
C -0.1337 1.0102 -0.0506
N 0.7468 -1.1408 -0.1379
H -0.9085 -2.2630 0.1263
H 1.8947 0.2421 -0.7595
H 1.4715 0.5112 0.9557
H -0.2645 2.0942 -0.0901
*
```

---

two:
Formula: C5H4N
Source: OMol25
Level of theory: wB97M-V/def2-TZVPD

Summary:
HOMO-LUMO gap (alpha / beta) in eV: 7.43 / 7.43

```
! wB97M-V def2-TZVPD RIJCOSX def2/J DEFGRID3
* xyz 1 1
C 1.9125 0.6830 -0.1248
C 1.3359 -0.4213 0.2051
C -0.5356 1.1579 -0.0964
C 0.8122 1.4776 -0.0174
C -0.6738 -0.4162 0.2288
N 0.3955 -1.1698 -0.2703
H -1.4192 1.7298 -0.1170
H -0.6339 -0.4189 1.4143
H -1.6291 -0.6786 -0.2604
H 0.4356 -1.9434 -0.9620
*
```

---

So which one is most stable? That would be one, about 0.0605 hartree below the next structure.

---

one:
Formula: C12H29NOSi
Source: OMol25
Level of theory: wB97M-V/def2-TZVPD

Summary:
SMILES: CCN(CC)CCO[Si](CC)(CC)CC
HOMO-LUMO gap in eV: 8.90

```
! wB97M-V def2-TZVPD RIJCOSX def2/J DEFGRID3
* xyz 0 1
O -0.7319 0.1164 -0.5061
N -1.0655 -0.1320 2.2192
C 0.0287 -0.8145 4.4395
C -3.1331 1.1639 2.1005
C -1.3331 0.4971 -3.6120
C 2.0645 -1.0543 -3.4832
C 3.2522 0.9435 -0.2604
C -0.7654 -1.1488 0.0706
C 0.1419 -0.3086 2.9620
C -2.2285 0.3934 2.9625
C -1.5850 -1.2127 1.3546
C -0.1078 1.2698 -3.0796
C 1.3400 -1.2339 -2.2362
C 2.1045 1.5021 -1.0164
Si 0.5995 0.4155 -1.5825
H 0.8883 -0.4559 4.9614
H -0.0452 -1.8790 4.5248
H -0.8513 -0.3859 4.9317
H -2.5823 1.9960 1.6599
H -3.5760 0.5143 1.3215
H -3.9504 1.5846 2.7070
H -2.2566 0.7434 -2.9811
H -1.1919 -0.5919 -3.5235
H -1.6117 0.7597 -4.6516
H 2.4320 -2.0518 -3.8264
H 2.9726 -0.4766 -3.4081
H 1.4062 -0.5724 -4.1755
H 3.6515 -0.0260 -0.5748
H 3.0205 0.8459 0.7928
H 4.1030 1.6697 -0.2397
H -1.0636 -1.8949 -0.7239
H 0.2870 -1.3432 0.3291
H 0.8157 -0.8187 2.2786
H 0.6573 0.6710 2.9113
H -2.7323 -0.4863 3.4214
H -1.8476 1.0141 3.7793
H -1.6554 -2.2065 1.9392
H -2.6664 -1.1784 1.0635
H 0.8133 1.3635 -3.6835
H -0.3739 2.2981 -2.7945
H 0.5950 -2.0780 -2.3265
H 2.0668 -1.5050 -1.4780
H 2.5029 1.7670 -1.9983
H 1.6116 2.3259 -0.5689
*
```

---

two:
Formula: C12H29NOSi
Source: OMol25
Level of theory: wB97M-V/def2-TZVPD

Summary:
SMILES: CCN(CC)CCO[Si](CC)(CC)CC
HOMO-LUMO gap in eV: 9.10

```
! wB97M-V def2-TZVPD RIJCOSX def2/J DEFGRID3
* xyz 0 1
O -0.4447 -0.6904 0.9732
N 2.1054 -1.2592 -1.6671
C 1.6259 -3.0492 -3.2791
C 3.0269 0.8480 -2.4436
C -3.8051 -0.9185 1.4240
C -0.7954 2.5575 3.7984
C -1.0416 2.0665 -0.6360
C 0.8377 -0.6681 0.4162
C 2.6954 -2.3878 -2.4248
C 1.8090 -0.0452 -2.5241
C 1.0292 -1.6554 -0.7397
C -2.9216 -0.2135 2.4299
C -0.3226 1.2210 3.2983
C -1.7881 1.9325 0.7040
Si -1.2899 0.5506 1.8189
H 0.9611 -3.7078 -2.7137
H 0.9895 -2.3200 -3.7874
H 2.0794 -3.6910 -4.0427
H 3.2886 1.0919 -1.4211
H 2.8040 1.7848 -2.9806
H 3.9285 0.4204 -2.9144
H -3.2356 -1.6675 0.8894
H -4.2515 -0.2174 0.7056
H -4.6180 -1.4445 1.9507
H -0.2108 2.9026 4.6561
H -0.6555 3.3324 3.0458
H -1.8540 2.5382 4.0281
H -1.4599 2.8956 -1.2266
H 0.0362 2.2304 -0.5060
H -1.1901 1.1674 -1.2289
H 1.0151 0.3402 0.0902
H 1.5279 -0.8650 1.2403
H 3.4770 -1.9342 -3.0424
H 3.1676 -3.0714 -1.7352
H 1.5371 -0.2402 -3.5637
H 0.9118 0.4557 -2.0846
H 0.1095 -1.8357 -1.3087
H 1.2608 -2.6495 -0.2999
H -3.4736 0.5992 2.9087
H -2.6323 -0.8983 3.2675
H 0.7292 1.2965 3.0336
H -0.4609 0.4393 4.0979
H -2.8626 1.9001 0.5112
H -1.6391 2.8589 1.2824
*
```

---

So which one is most stable? That would be two, about 0.0477 hartree below the next structure.